1.
{"formula": "C2H4N2O", "method": "ωB97M-V with the def2-TZVPD basis set", "homo_energy_ev": -9.1, "species": ["C", "C", "N", "N", "O", "H", "H", "H", "H"], "positions_angstrom": [[0.47, 1.17, 1.80], [0.03, 0.53, -0.88], [-0.56, -1.53, -0.11], [0.26, -0.84, -0.78], [0.10, 0.36, 2.49], [-0.17, -2.57, 0.12], [-1.07, 1.01, -0.64], [0.29, 0.85, -1.84], [0.64, 1.01, -0.15]]}

2.
{"formula": "C2H2ClFS", "method": "ωB97M-V with the def2-TZVPD basis set", "homo_energy_ev": -9.3, "species": ["C", "C", "F", "S", "Cl", "H", "H"], "positions_angstrom": [[1.99, -0.90, -1.12], [-1.25, 0.64, 0.99], [1.48, -1.76, -1.98], [0.06, -0.32, 0.95], [-2.44, 0.71, 2.14], [1.54, 0.13, -1.39], [-1.39, 1.50, 0.41]]}

3.
{"formula": "C3HLiO4Sc", "method": "ωB97M-V with the def2-TZVPD basis set", "homo_energy_ev": [-14.6, -14.7], "spin_multiplicity": 2, "total_charge": 2, "species": ["O", "C", "O", "Sc", "O", "C", "C", "O", "Li", "H"], "positions_angstrom": [[-0.39, -1.19, 2.01], [-0.37, -0.56, 0.96], [0.68, -0.23, 0.27], [0.72, -2.22, 3.45], [-1.50, -0.14, 0.31], [-1.11, 0.45, -0.90], [0.23, 0.49, -0.97], [1.12, 0.88, -1.76], [2.68, 1.57, -2.19], [-2.06, 0.96, -1.18]]}

4.
{"formula": "C20H19ClN4SSi", "method": "ωB97M-V with the def2-TZVPD basis set", "smiles": "Cc1nnc2n1-c1sc(C#C[Si](C)(C)C)cc1C(c1ccccc1Cl)=NC2", "homo_energy_ev": -8.7, "species": ["Cl", "C", "C", "N", "N", "N", "S", "C", "C", "C", "C", "C", "C", "C", "C", "C", "C", "C", "C", "C", "N", "C", "C", "C", "C", "C", "Si", "H", "H", "H", "H", "H", "H", "H", "H", "H", "H", "H", "H", "H", "H", "H", "H", "H", "H", "H"], "positions_angstrom": [[-0.45, 2.83, 3.20], [-1.79, 0.26, -1.27], [-2.78, 0.00, -1.96], [3.04, 1.52, 2.43], [5.42, -0.50, -0.71], [5.52, 0.42, 0.21], [0.88, -0.09, -1.48], [1.84, 1.10, 2.22], [4.15, -0.63, -1.08], [4.32, 0.84, 0.49], [-0.55, 0.41, -0.62], [-0.19, 0.82, 0.63], [1.23, 0.85, 0.88], [1.96, 0.39, -0.22], [-0.15, -0.10, 5.79], [0.88, -0.86, 5.27], [-0.60, 1.01, 5.12], [1.55, -0.44, 4.17], [0.08, 1.43, 4.00], [1.17, 0.71, 3.47], [3.37, 0.25, -0.32], [3.67, -1.63, -2.06], [4.03, 1.86, 1.52], [-4.68, -2.26, -2.94], [-3.09, -0.47, -4.98], [-5.22, 0.70, -3.23], [-3.91, -0.59, -3.26], [-0.90, 1.17, 1.37], [-0.70, -0.46, 6.64], [1.11, -1.81, 5.69], [-1.46, 1.59, 5.41], [2.40, -0.98, 3.77], [3.49, -1.19, -3.05], [4.41, -2.42, -2.15], [2.77, -2.14, -1.74], [3.79, 2.81, 0.99], [4.96, 2.07, 2.08], [-5.46, -2.43, -2.17], [-4.96, -2.78, -3.87], [-3.84, -2.79, -2.53], [-3.84, -0.26, -5.71], [-2.37, 0.33, -5.01], [-2.61, -1.41, -5.30], [-5.26, 1.17, -2.24], [-6.18, 0.24, -3.48], [-5.04, 1.44, -3.99]]}

Number 1: total energy -7163.629 eV. Number 2: total energy -28176.735 eV. Number 3: total energy -32204.403 eV. Number 4: total energy -58242.208 eV.